Record 1
{
  "formula": "C28H53NO10S2",
  "method": "ωB97M-V with the def2-TZVPD basis set",
  "charge": 0,
  "smiles": "CC(=O)OCC[C@H](CCCCCCCCCCCCn1cccc1)OC=O.CCOS(C)(=O)=O.CCOS(C)(=O)=O",
  "gap_ev": 8.33,
  "symbols": ["C", "C", "O", "O", "C", "C", "C", "C", "C", "C", "C", "C", "C", "C", "C", "C", "C", "C", "C", "N", "C", "C", "C", "C", "O", "C", "O", "H", "H", "H", "H", "H", "H", "H", "H", "H", "H", "H", "H", "H", "H", "H", "H", "H", "H", "H", "H", "H", "H", "H", "H", "H", "H", "H", "H", "H", "H", "H", "H", "H", "H", "H", "H", "H", "C", "C", "O", "S", "C", "O", "O", "H", "H", "H", "H", "H", "H", "H", "H", "C", "C", "O", "S", "C", "O", "O", "H", "H", "H", "H", "H", "H", "H", "H"],
  "coordinates": [[9.731, 3.208, 1.094], [8.764, 2.503, 0.071], [9.094, 2.382, -1.074], [7.524, 2.044, 0.518], [7.636, 0.818, 1.271], [7.946, -0.454, 0.402], [7.204, -0.496, -0.985], [6.164, -1.691, -1.034], [4.908, -1.465, -0.108], [4.687, -2.572, 0.980], [4.169, -3.954, 0.421], [2.994, -4.581, 1.296], [1.567, -4.175, 0.737], [0.494, -3.857, 1.860], [0.043, -2.340, 1.799], [-1.524, -2.178, 1.619], [-1.808, -0.613, 1.670], [-3.141, -0.200, 0.880], [-2.768, 0.727, -0.336], [-3.569, 1.972, -0.435], [-4.621, 2.462, 0.318], [-4.920, 3.746, -0.274], [-4.015, 3.968, -1.435], [-3.176, 2.790, -1.489], [8.193, -0.815, -2.019], [7.868, -0.077, -3.164], [7.521, -0.588, -4.182], [9.870, 2.568, 1.995], [10.693, 3.496, 0.600], [9.227, 4.169, 1.382], [6.741, 0.700, 1.940], [8.507, 0.950, 1.980], [7.594, -1.342, 0.997], [9.042, -0.508, 0.191], [6.729, 0.489, -1.256], [5.882, -1.786, -2.120], [6.761, -2.607, -0.762], [4.009, -1.325, -0.771], [5.050, -0.472, 0.409], [3.955, -2.219, 1.753], [5.678, -2.731, 1.489], [3.853, -3.938, -0.651], [5.030, -4.678, 0.495], [3.107, -5.699, 1.200], [3.135, -4.352, 2.383], [1.227, -5.035, 0.095], [1.734, -3.306, 0.044], [-0.374, -4.552, 1.684], [0.898, -4.112, 2.879], [0.319, -1.844, 2.775], [0.610, -1.761, 1.018], [-1.883, -2.557, 0.632], [-2.070, -2.629, 2.486], [-0.902, -0.079, 1.288], [-1.933, -0.319, 2.747], [-3.670, -1.138, 0.582], [-3.787, 0.302, 1.643], [-2.866, 0.151, -1.301], [-1.691, 1.052, -0.310], [-5.065, 1.924, 1.173], [-5.706, 4.429, 0.103], [-4.003, 4.854, -2.096], [-2.376, 2.589, -2.227], [7.947, 1.042, -3.032], [-3.342, -7.757, -1.016], [-2.369, -7.444, -2.136], [-2.797, -6.320, -2.914], [-2.559, -4.848, -2.319], [-2.876, -3.956, -3.810], [-1.174, -4.701, -1.977], [-3.602, -4.553, -1.381], [-3.342, -6.967, -0.264], [-3.072, -8.693, -0.524], [-4.361, -7.838, -1.400], [-1.359, -7.283, -1.749], [-2.320, -8.294, -2.819], [-2.118, -4.221, -4.545], [-2.822, -2.893, -3.581], [-3.871, -4.211, -4.168], [-8.925, 8.681, 3.131], [-9.527, 8.932, 1.761], [-8.537, 8.871, 0.728], [-8.044, 7.426, 0.228], [-7.217, 7.972, -1.234], [-9.188, 6.650, -0.151], [-7.064, 6.928, 1.146], [-8.582, 7.650, 3.226], [-9.664, 8.866, 3.913], [-8.061, 9.327, 3.297], [-10.342, 8.235, 1.554], [-9.947, 9.938, 1.731], [-7.949, 8.404, -1.912], [-6.745, 7.104, -1.693], [-6.461, 8.705, -0.958]],
  "forces_ev_per_angstrom": [[-1.108, 0.235, -0.246], [1.204, 0.203, 0.217], [-0.595, 0.032, 0.202], [0.772, -0.047, 0.061], [0.982, -0.455, 1.059], [-0.717, 0.463, -0.229], [-0.212, -0.853, 0.379], [0.430, 0.527, -0.442], [0.200, 0.462, -0.061], [-0.210, 0.111, -0.497], [0.427, -0.784, 0.998], [0.356, -0.421, -0.907], [0.626, -0.426, 0.398], [0.212, 0.008, -0.827], [-0.595, -0.559, 0.852], [0.978, 1.756, 0.185], [-0.711, -0.677, 0.147], [1.228, 0.143, 0.788], [-0.286, -0.717, 0.220], [1.236, -0.762, -1.257], [0.462, 2.315, -1.944], [0.883, -1.141, -0.326], [-0.111, -2.328, 1.856], [-2.489, 2.880, 0.681], [-0.793, 1.148, -0.605], [0.091, 0.085, 0.507], [0.321, 0.002, 0.127], [0.031, 0.667, -0.632], [-0.921, -0.673, 0.375], [0.377, -0.914, 0.032], [0.579, 0.274, -1.075], [-0.886, -0.272, -0.504], [0.683, 0.763, -0.457], [-0.903, -0.093, 0.239], [0.354, -0.877, 0.512], [0.118, -0.097, 1.103], [-0.732, 0.755, -0.216], [0.691, -0.296, 0.780], [-0.196, -0.898, -0.371], [0.646, -0.124, -0.661], [-0.971, 0.109, -0.282], [0.252, 0.247, 0.818], [-0.786, 0.659, -0.317], [-0.200, 1.009, 0.255], [-0.161, 0.058, -0.905], [0.179, 0.952, 0.538], [-0.460, -0.658, 0.709], [0.625, 0.899, 0.262], [-0.286, 0.261, -1.001], [-0.326, -0.413, -0.894], [-0.703, -0.718, 0.521], [0.343, -0.092, 0.870], [0.442, -0.053, -0.976], [-0.867, -0.298, 0.170], [0.258, -0.195, -0.936], [0.370, 0.863, -0.036], [0.428, -0.177, -1.007], [-0.130, 0.568, 0.925], [-1.052, -0.396, 0.316], [0.467, 0.514, -0.831], [0.694, -0.547, -0.380], [0.067, -0.829, 0.538], [-0.658, -0.262, 0.975], [0.011, -0.928, 0.163], [-0.098, 0.249, 0.184], [0.081, -0.692, 0.587], [0.090, 0.581, -0.138], [-0.246, -0.188, -0.724], [-0.015, -0.097, -0.119], [-0.247, -0.075, 0.335], [0.391, 0.020, 0.141], [0.016, -0.047, -0.025], [0.032, 0.004, -0.094], [0.073, -0.074, -0.032], [-0.050, 0.187, -0.085], [-0.034, 0.266, -0.217], [-0.024, -0.013, 0.061], [0.019, -0.070, 0.115], [0.039, -0.006, 0.060], [0.193, -0.254, 0.035], [-0.446, 0.016, 0.767], [0.218, -0.275, -0.446], [0.195, 0.632, -0.350], [-0.016, 0.155, -0.031], [0.140, -0.061, 0.383], [-0.348, -0.203, -0.051], [-0.035, 0.044, 0.000], [-0.020, 0.051, -0.082], [-0.097, 0.046, -0.011], [0.144, -0.049, -0.144], [0.177, -0.012, -0.291], [0.009, -0.027, 0.061], [-0.063, -0.049, 0.122], [-0.041, -0.051, 0.032]]
}

Record 2
{
  "formula": "C28H54ClNO2P2Si2Tc",
  "method": "ωB97M-V with the def2-TZVPD basis set",
  "spin_multiplicity": 4,
  "s2": 3.7842,
  "charge": 0,
  "gap_ev": [5.03, 4.79],
  "symbols": ["Tc", "C", "C", "C", "Si", "C", "C", "Si", "H", "H", "H", "Cl", "C", "C", "C", "C", "H", "H", "H", "H", "H", "H", "H", "H", "H", "H", "H", "H", "C", "C", "P", "H", "H", "P", "H", "H", "C", "C", "C", "C", "C", "H", "C", "H", "H", "H", "H", "H", "H", "H", "C", "C", "H", "H", "H", "H", "H", "H", "H", "C", "C", "H", "H", "H", "H", "H", "H", "C", "C", "H", "H", "H", "H", "H", "H", "H", "C", "H", "H", "H", "O", "C", "C", "C", "C", "O", "N", "H", "H", "H", "H"],
  "coordinates": [[0.275, 1.199, 0.339], [-1.292, 0.133, 1.730], [-1.693, 1.331, 0.980], [-2.372, 0.813, -0.219], [-1.887, 3.046, 1.778], [-2.375, -0.589, -0.160], [-1.697, -1.033, 1.008], [-1.446, -2.798, 1.598], [-1.029, 0.144, 2.790], [-2.886, 1.447, -0.940], [-2.831, -1.253, -0.889], [1.202, -1.457, -3.839], [-0.850, -2.767, 3.370], [-3.091, -3.669, 1.452], [-1.428, 2.879, 3.568], [-3.620, 3.647, 1.515], [-3.889, -2.938, 1.639], [-3.160, -4.457, 2.215], [-3.252, -4.120, 0.465], [0.168, -2.359, 3.432], [-0.848, -3.780, 3.795], [-1.514, -2.140, 3.977], [-4.293, 2.784, 1.435], [-3.707, 4.257, 0.608], [-3.914, 4.247, 2.387], [-1.789, 1.922, 3.963], [-1.919, 3.689, 4.124], [-0.340, 2.942, 3.717], [-0.134, -3.728, 0.592], [-0.609, 4.167, 0.899], [0.124, -3.173, -1.139], [-0.373, -4.805, 0.622], [0.823, -3.575, 1.121], [0.123, 3.285, -0.528], [0.199, 4.402, 1.610], [-1.070, 5.100, 0.547], [1.725, 4.043, -1.032], [-1.066, 3.715, -1.895], [-1.352, -3.948, -2.022], [1.618, -4.191, -1.653], [2.864, -3.316, -1.480], [1.455, -4.355, -2.732], [1.793, -5.519, -0.921], [1.949, -5.359, 0.152], [2.689, -6.008, -1.323], [0.951, -6.204, -1.056], [2.824, -2.498, -2.213], [3.761, -3.922, -1.668], [2.916, -2.886, -0.469], [-2.220, -3.524, -1.486], [-1.407, -5.472, -1.958], [-1.375, -3.468, -3.475], [-1.426, -5.870, -0.937], [-0.566, -5.919, -2.504], [-2.330, -5.800, -2.454], [-1.243, -2.382, -3.540], [-2.321, -3.764, -3.949], [-0.542, -3.906, -4.041], [-2.046, 3.413, -1.484], [-0.810, 2.915, -3.176], [-1.099, 5.227, -2.182], [-1.379, 5.823, -1.307], [-1.854, 5.405, -2.959], [-0.137, 5.593, -2.562], [-1.100, 1.864, -3.074], [0.243, 2.954, -3.489], [-1.418, 3.350, -3.983], [2.782, 2.992, -1.390], [2.268, 5.009, 0.027], [1.477, 4.613, -1.942], [2.426, 4.490, 0.985], [1.594, 5.861, 0.190], [3.233, 5.401, -0.326], [3.018, 2.355, -0.525], [3.701, 3.520, -1.684], [2.470, 2.348, -2.222], [0.559, 0.180, -1.242], [0.165, -0.864, -1.155], [1.630, 0.016, -1.476], [0.136, 0.552, -2.190], [1.888, 2.870, 2.641], [2.305, 1.712, 2.569], [3.310, 0.999, 3.449], [3.395, -0.414, 2.908], [2.348, -0.493, 1.821], [1.931, -1.482, 1.223], [1.871, 0.790, 1.628], [4.269, 1.526, 3.400], [2.952, 1.025, 4.485], [4.377, -0.619, 2.468], [3.192, -1.171, 3.669]],
  "forces_ev_per_angstrom": [[-0.004, -1.824, 1.890], [-0.902, 0.087, -0.175], [-1.377, -0.215, 0.604], [0.284, -0.579, 0.749], [0.422, -0.611, -0.467], [-0.149, 0.497, -0.307], [0.322, 1.170, 0.301], [0.809, -0.842, -0.540], [0.272, -0.052, -0.468], [0.368, -0.294, -0.047], [0.178, 0.202, 0.028], [0.085, 0.358, -0.163], [-0.176, 0.260, 0.208], [-0.328, 0.115, 0.174], [-0.019, 0.093, 0.231], [-0.190, 0.100, 0.094], [-0.010, -0.273, -0.024], [-0.039, 0.113, -0.211], [0.061, 0.118, 0.218], [-0.190, -0.096, -0.033], [0.023, 0.227, -0.113], [0.130, -0.134, 0.083], [0.042, 0.252, 0.031], [-0.096, -0.102, 0.165], [-0.112, -0.025, -0.283], [0.021, 0.227, 0.026], [0.219, -0.168, 0.045], [-0.304, -0.011, -0.021], [-0.223, -0.186, 0.437], [0.085, 0.286, 0.058], [-0.161, 0.027, -0.263], [0.081, 0.221, 0.204], [-0.319, -0.055, -0.221], [-0.374, 2.087, -0.621], [-0.275, -0.054, -0.203], [0.209, -0.114, 0.201], [0.200, 0.278, -0.164], [-0.140, -0.301, 0.146], [0.640, 0.084, 0.278], [-0.423, 0.231, -0.075], [-0.024, 0.169, -0.190], [0.134, -0.002, 0.281], [0.084, -0.114, -0.165], [0.007, -0.075, -0.159], [-0.090, -0.034, 0.139], [0.152, 0.121, 0.116], [0.066, -0.176, 0.258], [-0.060, 0.136, 0.090], [0.063, -0.213, -0.210], [0.158, -0.122, -0.140], [-0.418, -0.070, -0.177], [-0.154, 0.060, 0.059], [0.067, 0.066, -0.139], [-0.192, 0.122, 0.128], [0.130, -0.104, 0.067], [-0.067, -0.284, -0.057], [0.146, 0.010, 0.015], [-0.208, 0.128, 0.097], [0.244, 0.167, -0.118], [-0.073, 0.028, -0.143], [-0.066, -0.079, 0.000], [0.088, -0.078, -0.176], [0.194, 0.000, 0.176], [-0.262, -0.059, 0.046], [0.123, 0.213, -0.019], [-0.233, -0.018, 0.043], [0.201, -0.160, 0.144], [0.026, -0.032, -0.103], [0.047, 0.055, 0.086], [0.185, -0.171, 0.241], [-0.014, 0.232, -0.322], [0.156, -0.189, 0.010], [-0.240, -0.075, 0.143], [-0.057, 0.130, -0.196], [-0.206, -0.212, 0.036], [0.080, 0.072, 0.212], [1.257, -0.873, -2.602], [-0.118, 0.035, 0.443], [-0.154, 0.205, 0.284], [-0.029, 0.008, 0.299], [0.469, -1.124, -0.102], [-0.371, -0.378, -0.579], [0.159, 0.562, 0.529], [0.301, -0.593, 0.106], [-0.400, -0.521, -0.306], [0.639, 1.407, 0.879], [-0.289, 0.749, -0.698], [-0.188, 0.021, 0.140], [0.153, 0.124, -0.163], [-0.172, -0.130, 0.057], [0.109, -0.030, -0.133]]
}